Record 1
DFT (the ωB97M-V functional and the def2-TZVPD basis) results for a 2-piece molecular cluster, C16H25N2O2 overall.

As for the total charge: -1. The HOMO energy is -1.1435 eV. The calculation puts the total energy at -24067.8228 eV. The energy relative to the best compared isomer or geometry (same formula, charge and spin) comes out at 0.0 kJ/mol. For the gap between HOMO and LUMO, the calculation gives 2.444 eV.

Structure (XYZ):
```
45
Properties=species:S:1:pos:R:3:forces:R:3:nbo_charge:R:1
C 1.18935 1.95950 -0.10981 -0.2 0.3 -0.2 -0.650
C 0.41892 1.11913 -1.10522 0.0 0.2 -0.2 0.028
C 0.90278 1.14927 -2.53647 0.3 -0.3 0.4 -0.655
C -0.61576 0.36548 -0.73955 -0.2 0.1 0.0 -0.194
C -1.01711 -0.90842 -1.43553 -0.4 0.2 -0.1 -0.447
C 0.02861 -2.03419 -1.18287 -0.5 0.3 -0.3 -0.415
C 0.33246 -2.84232 -2.44699 -0.2 -0.4 0.5 -0.217
C -0.91161 -3.68982 -2.82314 0.1 0.2 0.2 -0.612
C 1.55331 -3.74271 -2.24550 0.3 0.0 -0.7 -0.415
C 2.91987 -3.01857 -2.31912 0.2 0.3 0.5 -0.205
N 3.24917 -2.18946 -1.18325 0.0 0.0 -0.2 -1.132
H 1.50869 1.33199 0.72172 0.0 0.1 0.1 0.224
H 2.08724 2.36240 -0.58212 0.0 0.0 0.1 0.206
H 0.61468 2.81092 0.27043 0.0 0.0 0.0 0.205
H 0.07186 0.94623 -3.21149 0.1 0.0 -0.1 0.207
H 1.70474 0.42692 -2.72536 0.0 0.0 0.0 0.235
H 1.29083 2.15077 -2.73817 0.0 0.0 -0.1 0.197
H -1.18757 0.65013 0.14270 0.6 -0.5 0.3 0.187
H -2.00486 -1.20110 -1.06606 0.0 -0.1 -0.1 0.191
H -1.14260 -0.76872 -2.51711 0.1 0.1 0.0 0.195
H -0.40208 -2.72354 -0.44699 0.3 0.0 0.2 0.179
H 0.95054 -1.60414 -0.79385 0.1 -0.2 0.0 0.274
H 0.55706 -2.15067 -3.26890 0.0 0.0 0.1 0.182
H -1.78363 -3.39310 -2.23185 0.0 0.1 -0.1 0.189
H -0.72099 -4.73627 -2.57358 0.0 0.0 -0.2 0.201
H -1.17985 -3.60210 -3.87825 0.0 -0.2 0.0 0.193
H 1.49994 -4.28154 -1.29223 -0.1 0.1 0.1 0.188
H 1.53648 -4.50449 -3.04614 0.0 0.0 0.1 0.158
H 3.66785 -3.83408 -2.44643 0.0 0.0 -0.1 0.111
H 2.94535 -2.44881 -3.27237 -0.1 -0.2 -0.1 0.116
H 3.18609 -1.21946 -1.49496 0.0 0.0 0.1 0.272
C -1.04183 2.95301 5.72960 0.0 0.0 0.0 -0.186
C -1.75066 1.85053 5.27159 0.0 0.1 0.0 -0.209
C -2.10670 1.75804 3.93551 0.0 -0.1 0.1 -0.209
C -1.73925 2.77998 3.08134 0.1 0.0 0.0 0.096
C -1.03662 3.88800 3.51469 0.1 0.1 0.0 -0.212
C -0.68831 3.97054 4.85338 0.0 -0.1 0.0 -0.211
N -2.09552 2.67646 1.65391 0.0 0.0 0.0 0.520
O -2.72570 1.70001 1.30487 -0.2 0.2 0.1 -0.367
O -1.72710 3.56813 0.91749 -0.1 0.0 0.0 -0.372
H -0.76038 3.01764 6.77253 0.0 0.0 0.0 0.215
H -2.02321 1.05717 5.95400 0.0 0.0 0.0 0.220
H -2.65406 0.90636 3.56084 0.0 0.0 -0.1 0.253
H -0.76512 4.66645 2.81781 0.0 0.0 -0.1 0.249
H -0.13532 4.82845 5.21088 0.0 0.0 0.0 0.218
```
Forces are in eV/Å.

---

Record 2
DFT (the ωB97M-V functional and the def2-TZVPD basis) results for one molecule with the formula C4H8N2 at a distorted geometry.

The HOMO energy is -8.7035 eV. The calculation puts the total energy at -7256.0590 eV. The energy relative to the best compared isomer or geometry (same formula, charge and spin) comes out at 175.3 kJ/mol. For the gap between HOMO and LUMO, the calculation gives 9.763 eV.

Structure (XYZ):
```
14
Properties=species:S:1:pos:R:3:forces:R:3:nbo_charge:R:1
C 2.10246 -0.29202 -0.00175 -0.3 0.5 -0.7 -0.663
C 0.52842 -0.37168 -0.09103 2.3 0.7 -0.2 0.229
C -1.68527 0.31730 0.13738 1.4 1.0 -1.8 -0.257
C -0.28960 0.90987 -0.20491 0.6 0.4 -0.3 -0.492
H 2.43128 0.67570 -0.67981 -0.6 -2.7 1.7 0.220
H 2.61529 -1.29126 -0.33954 -1.0 2.1 0.5 0.243
H 2.38627 -0.09788 1.09011 -0.2 -0.1 -1.6 0.228
H -2.03765 -1.61104 0.36219 0.1 -0.6 -0.8 0.349
H -2.48773 0.89593 -0.33479 0.1 -0.7 -0.4 0.207
H -1.88446 0.37417 1.17099 0.0 -0.2 1.5 0.180
H 0.22521 1.62509 0.49500 -1.1 -0.4 -0.4 0.224
H -0.27447 1.40782 -1.23484 0.1 -0.9 1.2 0.222
N -0.16388 -1.43032 -0.04560 1.6 -0.1 -0.3 -0.255
N -1.46587 -1.11166 -0.32340 -2.9 0.9 1.5 -0.435
```
Forces are in eV/Å.

---

Record 3
DFT (the ωB97M-V functional and the def2-TZVPD basis) results for C36H43ClF5NbP as an isolated structure at a distorted geometry.

As for the total charge: -1. The HOMO energy is -4.0574 eV. The calculation puts the total energy at -74973.8104 eV. For the gap between HOMO and LUMO, the calculation gives 6.623 eV.

Structure (XYZ):
```
87
Properties=species:S:1:pos:R:3:forces:R:3:mulliken_charge:R:1
C 3.65812 1.40994 -0.40063 0.1 0.3 -0.3 -1.149
C 3.56390 0.36571 0.69118 0.3 0.1 0.1 -0.642
P 2.01555 -0.58909 0.59061 -0.8 0.8 -0.3 0.581
C 2.16590 -1.71067 2.02507 0.2 -0.3 0.2 -0.862
Nb -0.12694 0.80457 0.66323 -0.7 -0.6 -0.8 -1.287
C -1.73076 -0.73944 0.25550 -0.1 0.3 0.6 -1.228
C -3.23714 -0.55687 0.26134 -0.4 -0.1 -0.3 -0.020
C -3.78031 0.33886 1.35775 0.2 -0.2 0.7 -0.368
Cl -4.38503 1.91944 0.83426 -0.2 0.6 -0.5 -0.236
H 3.29216 1.03066 -1.35422 0.0 -0.1 -0.1 0.223
H 4.68646 1.73805 -0.54911 0.1 0.1 0.0 0.424
H 3.05228 2.28413 -0.17634 -0.1 0.0 0.1 0.238
H 3.58501 0.84360 1.67012 0.1 0.0 0.1 0.327
H 4.40974 -0.32263 0.62593 0.1 -0.1 0.0 0.369
H 3.12334 -1.55257 2.52090 0.1 0.0 0.1 0.445
H 2.15173 -2.74055 1.67216 -0.1 -0.2 0.1 -0.093
H 1.36999 -1.55480 2.74493 -0.1 0.0 0.1 0.391
H -0.22280 0.28007 2.44479 0.4 0.0 -0.1 0.015
H 1.03577 2.00347 1.44966 -0.4 -0.3 0.2 0.272
H 0.39268 1.36721 -1.04081 0.5 0.1 0.2 0.187
H -1.04130 2.33511 0.96896 0.4 -0.1 -0.1 -0.026
H -1.41896 -1.02836 -0.75929 0.2 0.0 -0.1 0.529
H -1.50775 -1.59438 0.89938 0.3 -0.1 0.0 0.412
H -3.74092 -1.52303 0.36668 -0.1 -0.1 -0.1 0.294
H -3.57346 -0.15528 -0.69129 0.0 0.1 -0.2 -0.209
H -4.63194 -0.09699 1.86846 0.0 -0.2 0.1 0.363
H -2.99255 0.57030 2.06802 0.0 -0.1 0.2 0.247
F -0.26183 -5.66351 -3.55974 0.0 0.1 0.0 -0.348
C 0.72183 -5.11436 -2.79812 -0.3 -0.2 -0.2 0.602
C 1.61689 -5.96746 -2.19103 0.1 0.1 0.1 -0.681
C 2.61824 -5.40049 -1.41290 0.1 -0.2 0.1 -0.269
C 2.69999 -4.02574 -1.26022 0.0 0.1 0.0 -0.638
C 1.77897 -3.19949 -1.88994 0.0 0.1 -0.1 -0.221
C 0.77139 -3.74382 -2.67294 0.1 0.0 0.1 -0.771
H 1.52263 -7.03543 -2.32721 0.0 0.0 0.0 0.431
H 3.33741 -6.04678 -0.92442 0.0 0.0 0.0 0.440
H 3.47141 -3.58269 -0.64401 0.0 0.0 0.0 0.478
H 1.84811 -2.12968 -1.74235 -0.1 0.0 0.0 0.473
H 0.03637 -3.12481 -3.16809 0.0 0.0 0.0 0.469
F 0.67398 1.47067 -3.64888 -0.1 0.0 -0.2 -0.250
C 0.72220 2.74783 -4.06423 0.0 -0.2 0.1 0.566
C -0.39171 3.30029 -4.66761 0.1 -0.2 0.1 -0.617
C -0.31204 4.61072 -5.10915 -0.2 0.0 0.0 -0.164
C 0.85320 5.34323 -4.94107 0.0 0.0 0.0 -0.623
C 1.94554 4.75931 -4.31852 0.2 0.1 0.1 -0.266
C 1.89360 3.44947 -3.86808 -0.1 0.1 -0.1 -0.535
H -1.29108 2.70386 -4.76503 0.1 0.1 0.0 0.398
H -1.17894 5.06027 -5.57585 0.0 0.0 0.0 0.384
H 0.90664 6.36798 -5.28213 0.0 0.0 0.0 0.364
H 2.85393 5.33003 -4.17389 0.0 0.0 0.0 0.356
H 2.72357 2.97172 -3.36781 0.0 0.0 0.0 0.377
F 3.67552 -4.65988 3.23192 0.0 -0.1 0.0 -0.346
C 2.45321 -5.14619 3.54686 0.3 0.2 -0.1 0.495
C 1.64731 -5.59906 2.52476 0.0 0.0 0.0 -0.204
C 0.39697 -6.09382 2.85928 -0.1 -0.1 -0.2 -0.370
C -0.02187 -6.12778 4.18081 0.0 0.0 0.0 -0.596
C 0.81779 -5.65740 5.17889 0.0 0.0 0.2 -0.264
C 2.07301 -5.15518 4.87044 -0.1 -0.1 0.0 -0.639
H 1.99104 -5.54454 1.50069 0.0 0.0 0.0 0.408
H -0.25618 -6.44615 2.07190 0.0 0.0 0.0 0.369
H -1.00239 -6.50797 4.43047 0.0 0.0 0.0 0.384
H 0.49267 -5.66764 6.21087 0.0 0.0 0.0 0.347
H 2.74382 -4.77041 5.62506 0.0 0.0 0.0 0.424
F -0.17018 2.20293 4.39908 -0.2 -0.1 0.2 -0.205
C 0.61366 3.17652 4.86823 0.0 -0.1 -0.2 0.358
C 1.58919 3.67677 4.02661 0.0 0.0 0.1 -0.077
C 2.40408 4.68488 4.51322 0.1 0.1 -0.2 -0.381
C 2.24810 5.17617 5.80288 -0.1 0.0 0.0 -0.605
C 1.25723 4.64936 6.61731 0.0 0.0 0.1 -0.236
C 0.42503 3.63997 6.15556 0.0 0.0 0.0 -0.612
H 1.66599 3.26207 3.02851 0.0 0.0 0.0 0.108
H 3.17213 5.09408 3.86880 0.0 0.0 0.0 0.355
H 2.89177 5.96418 6.16949 0.0 0.0 0.0 0.362
H 1.12632 5.02459 7.62458 0.0 0.0 0.0 0.338
H -0.35796 3.21219 6.76618 0.0 0.0 0.0 0.420
F -3.56606 3.33928 -5.10571 -0.1 -0.1 0.0 -0.242
C -4.60694 2.54316 -4.74618 0.4 0.3 0.0 0.569
C -5.71354 2.52010 -5.56446 -0.1 -0.1 0.0 -0.728
C -6.77556 1.71155 -5.18674 -0.1 0.1 -0.2 -0.197
C -6.71484 0.96552 -4.02218 0.0 0.0 0.1 -0.792
C -5.58232 1.02429 -3.22263 0.1 0.0 0.1 -0.131
C -4.50241 1.81814 -3.57841 -0.1 0.0 0.0 -0.535
H -5.73318 3.11894 -6.46376 0.0 0.0 0.0 0.424
H -7.65779 1.67161 -5.81263 0.0 0.0 0.0 0.338
H -7.55008 0.34329 -3.73238 0.0 0.0 0.0 0.375
H -5.53385 0.45724 -2.30495 0.0 0.0 0.1 0.330
H -3.61279 1.89156 -2.96635 0.0 0.0 0.0 0.604
```
Forces are in eV/Å.